No. 1
A cluster of 2 separate species, C3H10N2 in total in a non-equilibrium geometry, computed with ωB97M-V with the def2-TZVPD basis set.

Computed properties:
* multiplicity: 2
* molar mass: 74.1 g/mol
* highest occupied orbital energy (spin up / spin down): -15.0 / -15.1 eV
* frontier orbital gap (spin up / spin down): 7.35 / 7.49 eV
* LUMO (spin up / spin down): -7.667 / -7.619 eV
* net charge: +1
* ⟨S²⟩: 0.756

Each line ends with the natural charge from an NBO analysis.
Atoms and positions in Å:
N  1.067693  -1.017873  0.550054  -0.631
C  -0.225493  -1.211154  0.073813  -0.007
C  -0.593375  -0.221380  -1.007108  -0.443
C  -0.653784  1.087733  -0.258393  -0.310
N  0.613858  1.449209  0.353475  -0.396
H  1.101904  0.031433  0.553978  0.383
H  1.329861  -1.216532  1.560569  0.407
H  -0.401598  -2.279762  -0.175483  0.282
H  -0.852419  -0.849717  0.949633  -0.006
H  -1.526875  -0.488801  -1.369707  0.255
H  0.043489  -0.247809  -1.909034  0.290
H  -0.990247  1.890331  -0.922784  0.235
H  -1.431359  0.902274  0.530804  0.205
H  -1.117630  -0.879515  1.964300  0.378
H  0.909936  2.187560  -0.356846  0.360

Cartesian forces (eV/Å) of the 2 atoms listed first:
N -0.83 0.83 1.41
C 5.72 -3.44 -3.79


No. 2
A cluster of 2 separate species, C3H10N2O in total in a non-equilibrium geometry, computed with ωB97M-V with the def2-TZVPD basis set.

Computed properties:
* molar mass: 90.1 g/mol
* highest occupied orbital energy: -9.4 eV
* frontier orbital gap: 10.21 eV
* LUMO: 0.835 eV
* net charge: 0

Each line ends with the natural charge from an NBO analysis.
Atoms and positions in Å:
C  -0.413356  -3.036714  -0.591787  -0.507
C  0.439279  -2.082996  -0.888400  0.131
O  0.979908  -1.308332  0.151739  -0.708
H  -1.186343  -3.378892  -1.294804  0.212
H  -0.813130  -3.388519  0.339870  0.217
H  0.719068  -1.688545  -1.848509  0.178
H  1.432919  -0.578672  -0.273968  0.484
N  0.487172  1.153454  1.237550  -0.897
C  -0.537041  2.007826  0.657774  -0.056
N  -0.429146  2.261429  -0.775162  -0.809
H  0.380337  0.145519  1.152402  0.379
H  0.570974  1.220458  2.244288  0.361
H  -0.355794  2.956024  1.186744  0.177
H  -1.539768  1.605351  0.839887  0.159
H  -0.174946  1.355779  -1.171688  0.332
H  0.439865  2.756831  -0.965933  0.347

Cartesian forces (eV/Å) of the 2 atoms listed first:
C -2.24 -0.69 -1.15
C 0.02 1.13 1.93


No. 3
The molecule C3H10N2O in a non-equilibrium geometry, computed with ωB97M-V with the def2-TZVPD basis set.

Computed properties:
* molar mass: 90.1 g/mol
* highest occupied orbital energy: -8.7 eV
* frontier orbital gap: 9.57 eV
* LUMO: 0.868 eV
* net charge: 0

Each line ends with the natural charge from an NBO analysis.
Atoms and positions in Å:
N  0.638118  1.005992  2.417020  -0.839
C  -0.369993  0.203143  1.647650  -0.054
N  0.348600  -0.695853  0.763080  -0.669
C  0.681023  -0.598482  -0.657486  -0.241
C  -0.447570  0.147693  -1.400137  -0.080
O  -0.850755  -0.189896  -2.720555  -0.694
H  1.357237  1.220173  1.730286  0.347
H  0.253675  1.925890  2.623487  0.341
H  -1.177253  0.780053  1.171832  0.165
H  -0.791616  -0.415709  2.439884  0.182
H  0.559238  -1.555847  1.230252  0.384
H  0.536899  -1.679820  -0.966066  0.191
H  1.714806  -0.396267  -0.954009  0.181
H  -0.276489  1.225961  -1.313014  0.150
H  -1.313976  0.065525  -0.739103  0.175
H  -0.049378  -0.591032  -3.098672  0.462

Cartesian forces (eV/Å) of the 2 atoms listed first:
N -0.38 0.81 -0.96
C 1.43 -0.43 0.52


No. 4
A cluster of 2 separate species, C3H10N2O in total in a non-equilibrium geometry, computed with ωB97M-V with the def2-TZVPD basis set.

Computed properties:
* molar mass: 90.1 g/mol
* highest occupied orbital energy: -8.4 eV
* frontier orbital gap: 9.25 eV
* LUMO: 0.843 eV
* net charge: 0

Each line ends with the natural charge from an NBO analysis.
Atoms and positions in Å:
C  -1.304028  1.894125  -1.089178  -0.522
C  -1.626925  0.571154  -0.999376  0.016
N  -2.233443  -0.075202  0.109612  -0.835
H  -0.618633  2.280144  -1.810571  0.209
H  -1.645046  2.666239  -0.292920  0.187
H  -1.212931  -0.188920  -1.707227  0.194
H  -1.612264  -0.779472  0.514491  0.388
H  -2.560639  0.633206  0.731981  0.362
N  1.742356  0.477448  0.547360  -0.855
C  1.753810  -0.860596  1.061904  0.113
O  1.240636  -1.759896  0.014607  -0.759
H  1.419993  0.550418  -0.323381  0.376
H  1.361459  1.156221  1.183674  0.366
H  2.732984  -1.201725  1.225298  0.146
H  1.092981  -0.886373  1.936694  0.142
H  1.617467  -2.594397  -0.013798  0.473

Cartesian forces (eV/Å) of the 2 atoms listed first:
C -1.35 -0.47 1.91
C 1.86 0.25 0.26


No. 5
A cluster of 2 separate species, C3H10N2O in total in a non-equilibrium geometry, computed with ωB97M-V with the def2-TZVPD basis set.

Computed properties:
* molar mass: 90.1 g/mol
* highest occupied orbital energy: -8.6 eV
* frontier orbital gap: 9.55 eV
* LUMO: 0.973 eV
* net charge: 0

Each line ends with the natural charge from an NBO analysis.
Atoms and positions in Å:
C  -1.240616  2.536339  0.666804  -0.460
C  -0.020570  1.865538  0.688021  -0.022
N  0.783914  1.683263  -0.598408  -0.850
H  -1.554871  3.019469  1.532780  0.192
H  -1.969677  2.434123  -0.161558  0.201
H  0.366146  1.817502  1.738063  0.180
H  0.986942  2.668593  -0.951639  0.374
H  1.723233  1.222821  -0.467650  0.382
N  -0.363668  -2.581620  0.343332  -0.871
C  0.174857  -2.135290  -0.845282  0.083
O  1.342032  -1.270305  -0.631558  -0.751
H  -1.085334  -2.059148  0.751513  0.370
H  -0.593174  -3.574885  0.526802  0.384
H  -0.536328  -1.493203  -1.467671  0.157
H  0.587693  -2.986009  -1.430656  0.169
H  1.399419  -1.147191  0.307113  0.462

Cartesian forces (eV/Å) of the 2 atoms listed first:
C 2.08 -3.00 -2.05
C -0.91 2.70 -1.18


No. 6
A cluster of 2 separate species, C3H10N2O in total, computed with ωB97M-V with the def2-TZVPD basis set.

Computed properties:
* molar mass: 90.1 g/mol
* highest occupied orbital energy: -9.1 eV
* frontier orbital gap: 9.93 eV
* LUMO: 0.875 eV
* net charge: 0

Each line ends with the natural charge from an NBO analysis.
Atoms and positions in Å:
C  -1.219627  1.621255  -0.701929  -0.615
C  0.175927  1.244972  -0.202754  -0.243
N  0.538087  -0.133249  -0.501954  -0.554
C  1.408270  -0.695932  0.237245  0.307
N  1.759862  -0.374011  1.511182  -0.826
H  -1.198955  1.855991  -1.761101  0.208
H  -1.926623  0.810659  -0.540772  0.218
H  -1.606887  2.462460  -0.126375  0.207
H  0.933421  1.867607  -0.673090  0.198
H  0.187874  1.499800  0.867664  0.143
H  1.868422  -1.599554  -0.152557  0.169
H  1.237001  0.362045  1.951426  0.392
H  2.443549  -0.872340  2.051091  0.403
O  -2.144467  -1.659008  -0.402590  -0.965
H  -1.327230  -1.147335  -0.369557  0.489
H  -2.561309  -1.538846  -1.256628  0.468

Cartesian forces (eV/Å) of the 2 atoms listed first:
C 0.15 -0.12 0.12
C -0.66 -0.06 0.60


No. 7
A cluster of 2 separate species, C3H10N2O in total in a non-equilibrium geometry, computed with ωB97M-V with the def2-TZVPD basis set.

Computed properties:
* molar mass: 90.1 g/mol
* highest occupied orbital energy: -8.8 eV
* frontier orbital gap: 9.52 eV
* LUMO: 0.763 eV
* net charge: 0

Each line ends with the natural charge from an NBO analysis.
Atoms and positions in Å:
C  -0.697469  2.008662  0.096338  -0.545
C  -1.300342  1.510634  -0.967728  0.006
N  -2.202351  0.452719  -0.966529  -0.816
H  -0.016571  2.850854  0.007856  0.210
H  -0.749631  1.656429  1.126320  0.198
H  -1.167985  1.953066  -1.944894  0.194
H  -2.211535  -0.085768  -1.815722  0.379
H  -2.219197  -0.077364  -0.113480  0.377
N  1.218479  -0.722034  1.486891  -0.843
C  1.362515  -1.851378  0.590921  0.084
O  1.590397  -1.533806  -0.759574  -0.722
H  2.134233  -0.291098  1.658090  0.357
H  0.684986  -0.015425  0.996179  0.352
H  2.197482  -2.459273  0.938100  0.168
H  0.477331  -2.474435  0.709098  0.140
H  0.899653  -0.921789  -1.041867  0.462

Cartesian forces (eV/Å) of the 2 atoms listed first:
C 1.09 0.80 0.81
C -0.45 -0.48 -0.10


No. 8
A cluster of 2 separate species, C3H10N2O in total in a non-equilibrium geometry, computed with ωB97M-V with the def2-TZVPD basis set.

Computed properties:
* molar mass: 90.1 g/mol
* highest occupied orbital energy: -8.8 eV
* frontier orbital gap: 9.37 eV
* LUMO: 0.582 eV
* net charge: 0

Each line ends with the natural charge from an NBO analysis.
Atoms and positions in Å:
C  -2.155543  -0.214311  1.751681  -0.508
C  -2.363722  0.524358  0.674221  0.144
O  -1.623088  0.436784  -0.465718  -0.709
H  -2.900551  -0.052612  2.522770  0.208
H  -1.492735  -1.053182  1.896869  0.211
H  -2.990213  1.409690  0.710979  0.166
H  -1.596093  1.180589  -1.027121  0.487
N  1.128114  -1.243279  -1.034092  -0.867
C  2.145277  -0.492036  -0.352724  -0.059
N  2.193614  0.978882  -0.687988  -0.835
H  1.083390  -1.136150  -2.031790  0.360
H  0.264125  -1.279327  -0.542700  0.381
H  3.158984  -0.880070  -0.424994  0.169
H  1.894634  -0.568553  0.708503  0.172
H  1.473469  1.374853  -0.083880  0.343
H  1.780338  1.014365  -1.614016  0.336

Cartesian forces (eV/Å) of the 2 atoms listed first:
C -1.14 -0.22 0.22
C 1.03 1.22 -0.22